(1)
Entry from the OMol25 dataset: a molecular structure, C18H24FN3O3S2 at a distorted geometry (ωB97M-V/def2-TZVPD).

Positions of all 51 atoms, in Å:
C -2.54 -2.97 2.37
H -3.02 -3.34 3.12
H -2.77 -1.89 1.97
H -1.48 -3.01 2.51
S -2.85 -4.33 0.78
C -1.61 -3.80 -0.20
C -1.90 -2.52 -0.81
H -2.90 -2.16 -1.10
H -1.53 -2.44 -2.11
C -1.05 -1.25 -0.31
C 0.32 -1.14 -0.49
N 1.10 -1.97 0.06
N 2.44 -2.13 -0.52
C 2.29 -1.04 -1.37
S 3.45 -0.61 -2.65
C 4.88 -1.36 -1.59
C 5.42 -0.66 -0.49
C 5.04 -0.95 0.83
C 5.56 -0.01 1.76
C 6.12 1.11 1.71
C 6.42 1.47 0.22
C 5.96 0.79 -0.60
H 6.30 1.12 -1.71
H 6.94 2.45 0.34
F 6.52 1.99 2.40
H 5.31 -0.38 2.83
H 4.53 -1.99 0.91
H 5.74 -1.18 -2.53
H 4.60 -2.37 -1.31
O 1.03 -0.74 -1.47
N -1.55 0.17 -0.83
C -2.52 0.75 -0.20
O -2.85 0.48 1.04
O -2.86 1.73 -0.79
C -3.82 2.74 -0.22
C -3.87 4.08 -1.27
H -2.92 4.33 -1.68
H -4.28 3.45 -1.96
H -4.63 4.69 -0.98
C -3.36 3.55 1.16
H -2.18 3.78 1.04
H -3.28 2.73 2.07
H -4.01 4.15 1.45
C -5.19 1.99 0.05
H -5.14 1.43 0.72
H -5.71 2.80 0.34
H -5.41 1.55 -0.85
H -1.20 0.21 -1.67
H -1.26 -1.13 0.67
H -0.74 -3.64 0.33
H -1.53 -4.50 -1.00

The energy relative to the best compared isomer or geometry (same formula, charge and spin) is 1699.9 kJ/mol. Its LUMO energy is 0.272 eV. For the HOMO energy, the calculation gives -8.4 eV. The value obtained for the frontier orbital gap is 8.6537 eV.

(2)
Entry from the OMol25 dataset: a molecular structure, C18H24FN6S5SeW (ωB97M-V/def2-TZVPD).

Positions of all 56 atoms, in Å:
W 1.17 -0.30 -0.07
C 2.22 1.56 -2.60
C 2.79 2.55 -1.61
N 4.01 2.12 -0.93
C 5.28 2.59 -1.52
C 5.65 1.83 -2.79
C 3.97 1.41 0.19
C 5.22 1.22 1.00
N 2.84 0.87 0.63
H 1.41 2.02 -3.17
H 1.75 0.69 -2.11
H 2.96 1.15 -3.29
H 2.05 2.80 -0.85
H 3.05 3.48 -2.13
H 6.07 2.50 -0.78
H 5.15 3.65 -1.73
H 5.63 0.75 -2.62
H 6.66 2.10 -3.09
H 4.99 2.07 -3.61
H 5.92 0.59 0.46
H 4.98 0.72 1.94
H 5.71 2.17 1.23
H 2.99 0.57 1.59
F 0.27 1.38 -0.18
Se 3.03 -1.75 -1.09
C 2.20 -3.39 -1.25
N 1.67 -4.41 -1.31
S 1.14 -1.81 1.66
C 0.01 -0.55 2.06
N -1.31 -0.66 1.85
C -2.14 0.29 2.60
C -1.24 1.50 2.82
S 0.41 0.79 3.10
H -1.68 -1.53 1.50
H -2.46 -0.17 3.54
H -3.02 0.58 2.02
H -1.54 2.09 3.68
H -1.20 2.12 1.93
S -5.15 1.41 0.12
C -4.01 0.37 -0.44
S -2.50 0.94 -1.14
C -1.90 -0.68 -1.12
N -2.73 -1.56 -0.71
N -3.92 -0.99 -0.35
C -4.92 -1.87 0.17
C -6.26 -1.67 -0.10
C -7.20 -2.55 0.41
C -6.80 -3.62 1.19
C -5.45 -3.83 1.44
C -4.51 -2.96 0.93
S -0.29 -1.20 -1.62
H -6.58 -0.83 -0.72
H -8.25 -2.39 0.20
H -7.54 -4.31 1.59
H -5.13 -4.69 2.02
H -3.45 -3.15 1.09

The spin multiplicity is 3. The energy relative to the best compared isomer or geometry (same formula, charge and spin) is 0.0 kJ/mol. Its LUMO energy (alpha / beta) is -4.570 / -5.008 eV. As for the total charge: +1. For the HOMO energy (alpha / beta), the calculation gives -10.6 / -10.6 eV. As for the expectation value of S²: 2.02. The value obtained for the frontier orbital gap (alpha / beta) is 6.0354 / 5.6037 eV.

(3)
Entry from the OMol25 dataset: 2 unconnected molecules or ions with the total composition C18H24FNO5 (ωB97M-V/def2-TZVPD).

Positions of all 49 atoms, in Å:
C -3.43 -0.95 -0.47
C -1.97 -1.24 -0.80
C -1.13 0.05 -0.88
C 0.39 -0.24 -0.99
C 1.24 0.46 0.10
C 2.11 -0.52 0.89
C 2.56 0.00 2.26
C 1.39 0.46 3.09
C 0.60 -0.33 3.83
C -0.50 0.29 4.59
O -0.88 -0.11 5.68
C -1.13 1.48 3.94
C -0.37 2.28 3.18
C -0.89 3.48 2.47
O -0.16 4.28 1.97
N -2.33 3.68 2.39
C -3.10 2.69 1.74
O -3.60 1.72 2.19
F -3.22 2.98 0.44
C 1.10 1.93 3.09
O 1.97 2.76 3.10
H -4.05 -1.84 -0.56
H -3.53 -0.56 0.55
H -3.82 -0.17 -1.13
H -1.51 -1.89 -0.06
H -1.93 -1.72 -1.78
H -1.37 0.66 -0.01
H -1.46 0.61 -1.76
H 0.74 0.10 -1.95
H 0.54 -1.32 -0.93
H 1.91 1.18 -0.37
H 0.58 1.03 0.77
H 1.58 -1.47 1.04
H 3.01 -0.73 0.31
H 3.12 -0.75 2.81
H 3.22 0.86 2.12
H 0.76 -1.40 3.89
H -2.18 1.63 4.11
H -2.74 3.91 3.28
C 2.10 -3.47 -4.67
C 1.80 -1.99 -4.68
C 1.62 -1.35 -6.04
O 1.72 -1.35 -3.66
H 2.21 -3.81 -3.64
H 1.28 -4.02 -5.14
H 3.02 -3.68 -5.22
H 0.79 -1.82 -6.56
H 2.52 -1.48 -6.64
H 1.41 -0.29 -5.91

As for the SMILES: CCCCCCCC1=CC(=O)C=C(C(=O)NC(=O)F)C1=O.CC(C)=O. Its LUMO energy is -1.466 eV. For the HOMO energy, the calculation gives -9.9 eV. The value obtained for the frontier orbital gap is 8.4310 eV.

> Which formula does entry 1 have?

C18H24FN3O3S2